No. 1
The following is a quantum chemistry calculation of a molecular structure, C5H7HgO4 at a distorted geometry, from OMol25.

Calculated values
gap between HOMO and LUMO (spin up / spin down): 9.2 / 7.7 eV
DFT total energy: -648.70371 a.u.
HOMO energy (spin up / spin down): -12.61 / -13.91 eV
total charge: +1
LUMO energy (spin up / spin down): -0.125 / -0.229 hartree
<S²>: 2.01
spin multiplicity: 3

Each line ends with the Mulliken charge.
Cartesian coordinates (Å):
O (-0.27, -1.62, -2.20)  -0.544
Hg (-1.94, -1.44, -0.62)  0.873
C (0.51, -0.94, -2.87)  0.133
C (1.00, 0.40, -2.47)  -0.709
H (1.55, 0.31, -1.52)  0.218
H (0.99, -1.41, -3.75)  0.372
H (0.15, 1.10, -2.45)  0.262
H (1.73, 0.74, -3.22)  0.338
C (0.59, 1.83, 1.27)  -0.666
C (-0.48, 1.07, 1.26)  0.181
O (-1.24, 0.62, 2.27)  -0.262
C (-1.25, -0.71, 2.49)  0.821
O (-1.52, -1.52, 1.63)  -0.582
O (-0.94, -0.95, 3.72)  -0.368
H (0.91, 2.35, 0.36)  0.270
H (1.11, 2.05, 2.21)  0.283
H (-0.88, -1.90, 3.89)  0.380



No. 2
The following is a quantum chemistry calculation of a single C5H7I molecule at a distorted geometry, from OMol25.

Calculated values
gap between HOMO and LUMO (spin up / spin down): 6.3 / 7.3 eV
DFT total energy: -492.22646 a.u.
HOMO energy (spin up / spin down): -5.75 / -9.66 eV
total charge: 0
LUMO energy (spin up / spin down): 0.020 / -0.086 hartree
<S²>: 2.01
spin multiplicity: 3

Each line ends with the Mulliken charge.
Cartesian coordinates (Å):
C (-1.05, 0.61, -0.08)  0.001
C (0.36, 0.72, 0.04)  -0.033
C (-1.85, 1.69, 0.03)  -1.119
C (1.22, -0.33, 0.02)  0.057
C (0.94, -1.77, -0.03)  -0.983
I (3.31, 0.05, -0.01)  0.016
H (-1.47, -0.41, 0.10)  0.125
H (0.63, 1.71, 0.29)  0.341
H (-2.87, 1.47, -0.24)  0.335
H (-1.45, 2.62, -0.20)  0.351
H (-0.18, -1.77, -0.24)  0.198
H (1.02, -2.06, 1.01)  0.332
H (1.38, -2.54, -0.69)  0.380



No. 3
The following is a quantum chemistry calculation of a gas-phase ion, C5H7I2O3 (charge -1) at a distorted geometry, from OMol25.

Calculated values
gap between HOMO and LUMO: 6.6 eV
DFT total energy: -1015.84983 a.u.
HOMO energy: -3.82 eV
total charge: -1
SMILES: CC/C(I)=C(\O)O[C@@H]([O-])I
LUMO energy: 0.104 hartree

Each line ends with the Mulliken charge.
Cartesian coordinates (Å):
C (-0.30, -0.43, 0.47)  0.666
C (1.76, 1.34, -1.43)  -1.113
C (1.73, 1.18, 0.17)  -0.645
C (-2.72, -1.43, 0.67)  -0.011
C (1.07, -0.07, 0.66)  -0.352
O (-1.05, -1.37, 0.92)  -0.475
O (-0.97, 0.56, -0.21)  -0.533
O (-3.31, -0.43, 0.25)  -0.606
I (-2.67, -3.47, -0.63)  -0.318
I (2.23, -1.50, 1.59)  -0.084
H (2.54, 1.95, -1.73)  0.388
H (0.81, 1.74, -1.56)  0.266
H (1.82, 0.34, -1.80)  0.332
H (1.29, 2.09, 0.55)  0.235
H (2.70, 1.16, 0.59)  0.463
H (-2.99, -1.88, 1.64)  0.383
H (-1.94, 0.22, -0.16)  0.403



No. 4
The following is a quantum chemistry calculation of a single C5H7IO molecule at a distorted geometry, from OMol25.

Calculated values
gap between HOMO and LUMO: 9.3 eV
DFT total energy: -567.51070 a.u.
HOMO energy: -8.93 eV
total charge: 0
LUMO energy: 0.015 hartree

Each line ends with the Mulliken charge.
Cartesian coordinates (Å):
C (0.77, 0.63, -1.20)  -0.660
C (-0.29, -1.44, -0.04)  -0.590
C (0.22, 0.00, 1.75)  -0.251
C (-0.52, -0.08, -0.82)  -0.081
C (0.04, 1.09, 0.02)  -0.119
O (0.30, -1.22, 1.22)  -0.348
I (-0.90, 3.08, -0.01)  -0.019
H (1.77, 0.03, -1.27)  0.226
H (0.58, 1.39, -2.00)  0.259
H (-1.28, -1.98, -0.01)  0.321
H (0.41, -1.95, -0.64)  0.340
H (1.08, 0.33, 2.33)  0.313
H (-0.78, 0.35, 2.18)  0.275
H (-1.40, -0.23, -1.51)  0.333



No. 5
The following is a quantum chemistry calculation of a molecular structure, C5H7MgO4 at a distorted geometry, from OMol25.

Calculated values
gap between HOMO and LUMO (spin up / spin down): 6.7 / 9.0 eV
DFT total energy: -695.74370 a.u.
HOMO energy (spin up / spin down): -6.29 / -9.64 eV
total charge: 0
LUMO energy (spin up / spin down): 0.015 / -0.022 hartree
<S²>: 0.75
spin multiplicity: 2

Each line ends with the Mulliken charge.
Cartesian coordinates (Å):
O (-1.57, 0.49, -0.64)  -0.766
C (-0.95, 1.19, 0.41)  -0.327
C (0.55, 1.14, 0.25)  -0.507
O (0.91, -0.23, -0.01)  -0.197
C (2.24, -0.53, 0.01)  0.132
C (2.69, -1.77, 0.10)  -0.779
Mg (-0.61, -1.07, -1.44)  0.413
H (-1.24, 0.73, 1.37)  0.277
H (-1.26, 2.25, 0.43)  0.297
H (1.06, 1.48, 1.16)  0.363
H (0.89, 1.76, -0.60)  0.336
H (2.90, 0.34, -0.08)  0.324
H (2.01, -2.62, 0.20)  0.219
H (3.76, -1.95, 0.08)  0.256
O (-3.40, -1.36, -0.93)  -0.484
C (-3.63, -0.28, -0.46)  0.841
O (-4.36, 0.42, 0.15)  -0.398



No. 6
The following is a quantum chemistry calculation of a molecular structure, C5H7MnO4 at a distorted geometry, from OMol25.

Calculated values
gap between HOMO and LUMO (spin up / spin down): 5.9 / 5.7 eV
DFT total energy: -1646.32595 a.u.
HOMO energy (spin up / spin down): -12.13 / -12.13 eV
total charge: +1
LUMO energy (spin up / spin down): -0.231 / -0.235 hartree
<S²>: 8.76
spin multiplicity: 6

Each line ends with the Mulliken charge.
Cartesian coordinates (Å):
H (2.34, -0.97, -0.96)  0.457
Mn (2.61, 2.16, -1.46)  1.117
O (3.24, 0.78, -0.36)  -0.891
O (1.42, -0.22, 0.68)  -0.363
C (0.31, 0.66, 0.76)  -0.331
C (-0.16, 0.73, -0.68)  -0.116
O (1.22, 0.78, -1.36)  -0.636
C (2.15, 0.01, -0.50)  0.791
H (-0.39, 0.28, 1.51)  0.308
H (0.61, 1.65, 1.15)  0.217
H (-0.62, 1.68, -0.98)  0.299
H (-0.61, -0.15, -1.14)  0.146
H (-1.79, -1.98, -0.52)  0.380
O (-4.10, -0.66, 1.17)  -0.321
C (-1.91, -1.63, 0.51)  -1.433
C (-3.09, -1.14, 0.86)  1.059
H (-1.25, -1.98, 1.31)  0.315



Computed M (g mol⁻¹) in order:
331.7, 194.0, 368.9, 210.0, 155.4, 186.0
Computed energy above the lowest of the compared OMol25 structures with the same formula, charge and spin (kJ/mol) in order:
22.5, 0.0, 63.7, 205.1, 0.0, 23.4